## A
{"formula": "H17O9", "method": "ωB97M-V with the def2-TZVPD basis set", "charge": -1, "lumo_ev": 3.0, "species": ["O", "H", "O", "H", "H", "O", "H", "H", "O", "H", "H", "O", "H", "H", "O", "H", "H", "O", "H", "H", "O", "H", "H", "O", "H", "H"], "positions_angstrom": [[7.449, 0.781, 37.963], [7.486, 1.631, 38.315], [6.272, 0.518, 40.195], [6.975, 0.010, 40.609], [6.757, 0.658, 39.281], [5.189, -0.087, 37.545], [4.521, 0.273, 37.042], [5.958, 0.517, 37.503], [7.537, 1.718, 41.858], [8.430, 1.449, 42.326], [7.430, 1.398, 40.999], [5.982, 2.972, 37.105], [5.868, 3.071, 36.188], [6.314, 2.001, 37.235], [10.182, 0.652, 37.911], [9.293, 0.974, 37.678], [10.517, 1.465, 38.300], [8.017, 5.009, 37.616], [7.579, 4.184, 37.222], [8.783, 4.827, 37.054], [7.213, 1.035, 35.207], [7.455, 0.781, 36.185], [7.972, 1.192, 34.843], [8.149, -0.937, 37.160], [7.706, 0.064, 37.494], [7.321, -1.311, 37.342]], "nbo_charge": [-1.02, 0.50, -0.95, 0.45, 0.47, -0.95, 0.45, 0.45, -0.97, 0.45, 0.47, -0.97, 0.48, 0.47, -0.92, 0.47, 0.44, -0.95, 0.49, 0.44, -0.97, 0.49, 0.44, -1.12, 0.43, 0.42]}

---

## B
{"formula": "H17O9", "method": "ωB97M-V with the def2-TZVPD basis set", "charge": -1, "lumo_ev": 2.9, "species": ["O", "H", "H", "O", "H", "O", "H", "H", "O", "H", "H", "O", "H", "H", "O", "H", "H", "O", "H", "H", "O", "H", "H", "O", "H", "H"], "positions_angstrom": [[-2.058, 1.613, -1.303], [0.437, 0.064, 3.101], [-1.164, -2.870, -0.089], [1.664, -2.077, -1.558], [1.028, -1.480, -1.379], [1.834, -0.041, 1.150], [0.988, 0.317, 1.189], [2.376, -0.185, 1.933], [-0.649, -0.552, -0.989], [-0.635, 2.472, -0.779], [-1.888, -0.714, 2.018], [-1.317, -2.880, -1.022], [-1.644, 0.701, -1.299], [0.276, -0.600, -0.953], [0.023, 2.492, -0.047], [-1.250, -0.559, 0.540], [0.372, 1.607, 0.142], [0.932, 0.443, 3.863], [1.501, -0.332, 3.922], [1.500, -2.954, -1.709], [1.067, 2.076, -2.562], [1.253, 1.318, -1.935], [0.625, 2.576, -1.870], [-1.447, -0.058, 1.488], [-1.216, -1.848, -1.316], [-2.605, 1.469, -0.536]], "nbo_charge": [-1.00, 0.48, 0.44, -0.95, 0.45, -0.97, 0.48, 0.49, -1.16, 0.50, 0.45, -1.05, 0.52, 0.40, -0.98, 0.52, 0.46, -0.93, 0.44, 0.48, -0.95, 0.46, 0.47, -1.04, 0.51, 0.46]}

---

In terms of stability, B leads; the second structure lies 86.3 kcal/mol higher.

---

## A
{"formula": "H17O9", "method": "ωB97M-V with the def2-TZVPD basis set", "charge": -1, "lumo_ev": 3.3, "species": ["O", "H", "H", "O", "H", "O", "H", "H", "O", "H", "H", "O", "H", "H", "O", "H", "H", "O", "H", "H", "O", "H", "H", "O", "H", "H"], "positions_angstrom": [[-1.051, 0.261, 3.318], [-1.470, 1.079, 3.038], [-0.991, -0.316, 2.538], [0.457, 1.610, 1.657], [0.774, 0.963, 0.980], [-0.027, -0.251, -2.761], [0.316, -0.204, -1.789], [-0.698, -0.938, -2.646], [-0.562, -1.245, 1.107], [0.068, -1.605, 1.736], [0.122, -0.683, 0.394], [1.577, 3.568, 0.165], [1.961, 3.025, -0.532], [1.187, 2.990, 0.837], [-0.911, -3.595, -0.132], [-0.922, -2.719, 0.350], [-1.160, -3.364, -1.017], [1.009, -0.341, -0.470], [1.799, -0.886, -0.506], [0.949, 1.318, 2.457], [-2.725, -1.217, -0.930], [-2.496, -0.316, -0.709], [-2.522, -1.780, -0.176], [2.211, 1.395, -2.039], [1.905, 1.061, -1.168], [1.617, 1.116, -2.723]], "nbo_charge": [-1.00, 0.47, 0.50, -0.98, 0.50, -1.04, 0.50, 0.46, -1.07, 0.46, 0.50, -1.00, 0.48, 0.49, -1.00, 0.49, 0.46, -1.15, 0.47, 0.48, -0.97, 0.48, 0.49, -1.01, 0.49, 0.49]}

---

## B
{"formula": "H17O9", "method": "ωB97M-V with the def2-TZVPD basis set", "charge": -1, "lumo_ev": 2.9, "species": ["O", "H", "O", "H", "H", "O", "H", "H", "O", "H", "H", "O", "H", "H", "O", "H", "H", "O", "H", "H", "O", "H", "H", "O", "H", "H"], "positions_angstrom": [[0.251, -0.268, 0.101], [-0.248, 0.531, 0.051], [-0.084, 0.475, 2.765], [0.214, 0.275, 1.928], [0.475, -0.027, 3.330], [2.626, 0.674, 0.679], [1.703, 0.274, 0.472], [2.952, 0.848, -0.124], [2.083, -2.301, -0.501], [1.472, -1.797, -0.115], [1.722, -3.142, -0.230], [-0.185, -2.659, 1.576], [-1.061, -2.547, 1.827], [-0.098, -1.821, 1.336], [-1.182, 3.089, 0.447], [-1.551, 3.891, -0.010], [-0.196, 3.205, 0.462], [-1.330, -1.548, -1.609], [-0.660, -0.913, -1.085], [-1.576, -0.880, -2.236], [0.919, 0.268, -2.557], [1.775, -0.119, -2.783], [0.775, 0.159, -1.590], [-3.299, 1.281, -0.592], [-2.861, 1.299, -1.425], [-2.634, 1.755, -0.115]], "nbo_charge": [-1.25, 0.45, -0.96, 0.48, 0.46, -1.01, 0.49, 0.44, -0.94, 0.47, 0.46, -0.94, 0.46, 0.48, -0.96, 0.47, 0.50, -1.00, 0.50, 0.44, -1.00, 0.47, 0.50, -0.94, 0.45, 0.48]}

---

In terms of stability, A leads; the second structure lies 38.7 kcal/mol higher.

---

## A
{"formula": "C5H11N2O", "method": "ωB97M-V with the def2-TZVPD basis set", "charge": 1, "lumo_ev": [-4.5, -4.5], "species": ["C", "C", "C", "C", "C", "N", "N", "O", "H", "H", "H", "H", "H", "H", "H", "H", "H", "H", "H"], "positions_angstrom": [[-0.403, 0.591, 0.600], [-0.376, 2.507, -0.440], [0.237, -1.500, -0.183], [-1.275, -1.374, -0.417], [2.008, 0.058, 0.666], [0.567, -0.231, 0.496], [-1.575, -0.051, 0.090], [2.616, -0.055, -0.582], [-1.106, 2.838, 0.209], [0.531, 3.070, -0.336], [0.639, -2.353, 0.214], [0.934, -1.395, -1.142], [-1.568, -1.533, -1.465], [-1.623, -2.027, 0.376], [2.417, -0.797, 1.168], [2.021, 1.036, 1.187], [-2.373, -0.130, 0.829], [-1.857, 0.590, -0.698], [2.340, 0.809, -1.017]], "nbo_charge": [0.36, -0.44, -0.26, -0.27, 0.10, -0.36, -0.61, -0.67, 0.12, 0.14, 0.24, 0.26, 0.27, 0.24, 0.20, 0.21, 0.47, 0.50, 0.49]}

---

## B
{"formula": "C5H11N2O", "method": "ωB97M-V with the def2-TZVPD basis set", "charge": 1, "lumo_ev": -4.4, "species": ["C", "C", "C", "C", "C", "N", "N", "O", "H", "H", "H", "H", "H", "H", "H", "H", "H", "H", "H"], "positions_angstrom": [[2.503, -0.907, -0.261], [1.278, -0.807, 0.252], [-1.220, -0.398, -0.137], [0.141, 1.806, 0.907], [0.177, -0.102, -0.390], [-1.611, -1.178, 0.862], [-2.107, 0.142, -0.957], [0.355, 0.446, -1.625], [3.282, -1.426, 0.265], [2.785, -0.503, -1.220], [1.073, -1.237, 1.220], [-0.598, 1.620, 1.666], [1.161, 1.786, 1.236], [-0.119, 2.511, 0.142], [-0.944, -1.651, 1.449], [-2.589, -1.372, 1.010], [-1.763, 0.686, -1.738], [-3.096, -0.037, -0.899], [1.293, 0.619, -1.782]], "nbo_charge": [-0.33, -0.28, 0.49, -0.45, 0.23, -0.73, -0.73, -0.69, 0.23, 0.19, 0.22, 0.20, 0.21, 0.21, 0.43, 0.42, 0.45, 0.42, 0.51]}

---

In terms of stability, B leads; the second structure lies 113.0 kcal/mol higher.

---

## A
{"formula": "C4H3NO", "method": "ωB97M-V with the def2-TZVPD basis set", "charge": 0, "smiles": "N=C=C=CC=O", "lumo_ev": -1.2, "species": ["N", "C", "C", "C", "C", "O", "H", "H", "H"], "positions_angstrom": [[-1.671, 2.197, -1.414], [-1.012, 1.397, -0.792], [-0.905, 0.231, -0.336], [-0.133, -0.789, 0.014], [-0.763, -1.861, 0.624], [-0.176, -2.607, 1.375], [-1.277, 3.107, -1.769], [0.913, -0.664, -0.126], [-1.918, -2.039, 0.384]], "nbo_charge": [-0.55, 0.32, -0.10, -0.27, 0.38, -0.50, 0.38, 0.23, 0.12]}

---

## B
{"formula": "C4H3NO", "method": "ωB97M-V with the def2-TZVPD basis set", "charge": 0, "smiles": "C#C[C@H](O)C#N", "lumo_ev": 0.6, "species": ["C", "C", "C", "O", "C", "N", "H", "H", "H"], "positions_angstrom": [[2.089, 0.141, -0.254], [0.900, -0.031, -0.281], [-0.563, -0.209, -0.323], [-1.257, 0.956, -0.693], [-1.044, -0.729, 0.985], [-1.439, -1.107, 2.003], [3.148, 0.286, -0.228], [-0.813, -0.956, -1.085], [-1.004, 1.663, -0.083]], "nbo_charge": [-0.16, -0.07, -0.05, -0.66, 0.25, -0.28, 0.24, 0.25, 0.48]}

---

## C
{"formula": "C4H3NO", "method": "ωB97M-V with the def2-TZVPD basis set", "charge": 0, "lumo_ev": 0.4, "species": ["O", "C", "C", "C", "C", "N", "H", "H", "H"], "positions_angstrom": [[0.070, -0.910, 1.495], [-0.158, -0.098, 0.393], [-0.151, -0.660, -0.904], [-0.154, -1.159, -2.001], [-0.066, 1.219, 0.542], [0.189, 2.409, 0.696], [-0.712, -0.879, 2.056], [1.157, 1.694, 0.686], [-0.176, -1.615, -2.963]], "nbo_charge": [-0.67, -0.05, -0.06, -0.21, 0.26, -0.43, 0.48, 0.45, 0.24]}

---

In terms of stability, B leads; the second structure lies 23.3 kcal/mol higher.